Record 1
Formula: C22H28N3O3SSe2Y
Source: the OMol25 dataset
Level of theory: wB97M-V/def2-TZVPD

Last column: natural (NBO) charge in e.
Cartesian coordinates (Å):
Y 0.6602 0.5438 -0.4532  1.820
C 0.1555 -3.4150 -0.4227  -0.772
Se 1.6166 -2.1758 -0.7700  0.355
C 1.6888 -2.3785 -2.6925  -0.583
C 0.4422 -1.9363 -3.4234  -0.550
Se 0.0164 -0.0446 -3.2579  0.289
C 1.5235 0.6992 -4.2475  -0.754
H 0.3881 -4.3481 -0.9279  0.249
H -0.8086 -3.0356 -0.7457  0.224
H 0.1455 -3.5825 0.6500  0.256
H 1.8857 -3.4321 -2.8897  0.259
H 2.5731 -1.8274 -3.0102  0.244
H -0.4511 -2.4545 -3.0804  0.244
H 0.5229 -2.1213 -4.4933  0.257
H 1.6545 0.0900 -5.1375  0.251
H 2.4331 0.7290 -3.6582  0.233
H 1.2275 1.7020 -4.5406  0.251
C 2.3179 -0.9119 6.2448  -0.260
O 1.2873 0.0904 6.2259  -0.450
C 0.7591 0.4475 5.0626  0.433
C -0.3010 1.3855 5.1661  -0.293
C -0.9170 1.7956 4.0324  -0.087
C -0.5199 1.3350 2.7353  -0.352
C -1.3596 1.6322 1.6353  0.618
C -2.5754 2.4957 1.7570  -0.711
O -1.1410 1.1456 0.4668  -0.811
C 0.6049 0.4517 2.6643  0.532
O 1.0847 0.0584 1.4981  -0.903
C 1.2054 -0.0169 3.8299  -0.438
H 2.5261 -1.1004 7.2905  0.229
H 3.2119 -0.5326 5.7494  0.179
H 1.9637 -1.8207 5.7613  0.193
H -0.6068 1.7233 6.1468  0.255
H -1.7503 2.4800 4.1214  0.228
H -3.3093 2.0273 2.4155  0.265
H -3.0179 2.6313 0.7755  0.249
H -2.3319 3.4682 2.1871  0.248
H 2.0328 -0.7043 3.7367  0.239
C 4.7725 0.6669 1.9507  -0.405
N 3.8598 1.8012 1.7348  -0.324
C 3.5563 2.7708 2.6810  -0.029
C 2.6658 3.6058 2.1259  -0.064
N 2.4500 3.1437 0.8261  -0.382
C 3.1982 2.0306 0.5963  0.299
S 3.3124 1.0999 -0.8454  -0.280
C 1.6013 3.7978 -0.1246  0.386
C 1.6768 5.1655 -0.2693  -0.236
C 0.8031 5.7680 -1.1612  -0.103
C -0.0929 4.9820 -1.8693  -0.227
C -0.0839 3.6188 -1.6523  0.065
N 0.7535 3.0243 -0.7890  -0.543
H 5.0348 0.6608 3.0039  0.227
H 5.6674 0.7828 1.3464  0.241
H 4.2579 -0.2515 1.6836  0.238
H 3.9963 2.7689 3.6637  0.257
H 2.1572 4.4668 2.5226  0.258
H 2.4089 5.7374 0.2849  0.254
H 0.8324 6.8414 -1.3016  0.255
H -0.7899 5.4122 -2.5747  0.257
H -0.7843 2.9737 -2.1694  0.218

Multiplicity: 1
Net charge: +2
Energy relative to the best compared isomer or geometry (same formula, charge and spin) (kJ/mol): 0.0
Orbital gap (Ha): 0.3005
LUMO energy (eV): -5.64


Record 2
Formula: C22H28N4O3
Source: the OMol25 dataset
Level of theory: wB97M-V/def2-TZVPD

Last column: natural (NBO) charge in e.
Cartesian coordinates (Å):
C -4.8840 -3.1969 0.3495  -0.608
C -4.6866 -2.4435 -0.9607  -0.391
C -3.2489 -1.9705 -1.1674  -0.405
C -2.8288 -0.9120 -0.1484  -0.218
N -1.4907 -0.4240 -0.4278  -0.416
C -0.4077 -1.1209 0.0040  0.367
C 0.8973 -0.7167 -0.2528  -0.099
N 1.6928 -1.6723 0.3494  -0.297
C 0.8433 -2.5545 0.9052  0.233
N -0.4253 -2.2634 0.7233  -0.500
H 1.1751 -3.4193 1.4452  0.203
C 3.1315 -1.7564 0.3979  -0.030
H 3.3562 -2.6818 0.9394  0.207
C 3.7852 -0.5720 1.1219  -0.416
H 3.2752 0.3474 0.8386  0.228
H 3.7560 -0.6824 2.2053  0.210
C 5.1951 -0.5587 0.5445  -0.397
C 4.9395 -0.7774 -0.9452  -0.407
H 4.6097 0.1600 -1.3903  0.229
C 3.7903 -1.7935 -0.9982  -0.414
H 4.1537 -2.7979 -1.2159  0.209
H 3.0695 -1.5217 -1.7674  0.224
H 5.8231 -1.1281 -1.4752  0.208
H 5.7808 -1.3814 0.9598  0.192
H 5.7165 0.3751 0.7441  0.217
C 1.1719 0.5055 -0.9495  0.670
O 2.2576 0.9989 -1.1895  -0.640
N -0.0043 1.1443 -1.3524  -0.470
C -1.3168 0.7300 -1.1479  0.820
O -2.2588 1.3595 -1.5812  -0.645
C 0.1617 2.4846 -1.8932  -0.246
H 0.9788 2.4762 -2.6156  0.235
H -0.7727 2.7533 -2.3893  0.241
C 0.4645 3.5087 -0.7606  0.054
C -0.2595 3.0600 0.4922  0.037
C -1.6283 3.2447 0.6389  -0.234
C -2.2925 2.7192 1.7330  -0.205
C -1.5999 1.9957 2.6881  -0.223
C -0.2329 1.8200 2.5577  -0.202
C 0.4326 2.3546 1.4694  -0.242
H 1.5003 2.2201 1.3698  0.214
H 0.3158 1.2633 3.3036  0.212
H -2.1227 1.5727 3.5332  0.214
H -3.3581 2.8648 1.8312  0.215
H -2.1931 3.7795 -0.1111  0.209
O 0.1491 4.8112 -1.1730  -0.694
H -0.8037 4.8708 -1.3128  0.462
H 1.5423 3.5208 -0.5724  0.200
H -2.8095 -1.3330 0.8570  0.220
H -3.5016 -0.0533 -0.1922  0.235
H -2.5669 -2.8196 -1.0904  0.207
H -3.1537 -1.5409 -2.1672  0.211
H -5.3569 -1.5823 -0.9934  0.196
H -4.9529 -3.1013 -1.7908  0.204
H -4.1665 -4.0099 0.4312  0.204
H -4.7556 -2.5382 1.2039  0.199
H -5.8863 -3.6166 0.3941  0.210

Multiplicity: 1
Energy relative to the best compared isomer or geometry (same formula, charge and spin) (kJ/mol): 60.8
Orbital gap (Ha): 0.3361
LUMO energy (eV): 0.71


Record 3
Formula: C22H28N4O3S2
Source: the OMol25 dataset
Level of theory: wB97M-V/def2-TZVPD

Last column: natural (NBO) charge in e.
Cartesian coordinates (Å):
C -2.0542 1.9867 0.5503  -0.601
C -1.0985 2.0254 -0.6361  -0.400
C -0.4604 3.4036 -0.8121  -0.392
C 0.6144 3.4346 -1.9008  -0.389
C 0.0373 3.3127 -3.3096  -0.387
C 1.1359 3.0833 -4.3614  -0.521
C 0.5636 2.3993 -5.5721  0.710
O 0.3950 2.9119 -6.6512  -0.578
N 0.1627 1.0858 -5.3837  -0.650
C 0.2540 0.3193 -4.2546  0.278
N 1.1837 0.3670 -3.3710  -0.496
C 0.9708 -0.4738 -2.3270  0.185
C -0.1821 -1.2118 -2.4042  -0.255
C -0.7380 -2.1517 -1.4654  0.113
C -1.6338 -3.1289 -1.7872  -0.451
S -2.0854 -4.0380 -0.3937  0.335
C -1.0072 -2.9874 0.5546  0.302
N -0.3985 -2.0909 -0.1398  -0.530
N -0.9261 -3.2086 1.8788  -0.600
C -0.2976 -2.4538 2.8645  0.208
C 0.3422 -1.2505 2.6062  -0.359
C 0.9299 -0.5398 3.6480  0.310
C 0.8702 -1.0489 4.9417  -0.269
C 0.2324 -2.2486 5.2005  -0.256
C -0.3573 -2.9645 4.1732  0.221
O -1.0211 -4.1635 4.3154  -0.522
C -1.1183 -4.7152 5.6052  -0.247
H -1.6613 -4.0516 6.2854  0.178
H -0.1308 -4.9365 6.0219  0.178
H -1.6751 -5.6436 5.4864  0.200
H 0.2040 -2.6141 6.2140  0.220
H 1.3298 -0.4897 5.7399  0.224
O 1.5749 0.6508 3.5065  -0.493
C 1.7234 1.1815 2.2112  -0.253
H 2.2604 2.1205 2.3378  0.200
H 0.7550 1.3771 1.7425  0.176
H 2.3078 0.5108 1.5743  0.178
H 0.3521 -0.8961 1.5906  0.258
H -1.4199 -4.0138 2.2400  0.425
H -2.0385 -3.3656 -2.7495  0.241
S -1.0292 -0.8397 -3.8859  0.352
C 2.0042 -0.5564 -1.2600  -0.652
H 2.9300 -0.9437 -1.6840  0.230
H 2.2097 0.4377 -0.8667  0.218
H 1.6653 -1.2117 -0.4644  0.249
H -0.3722 0.6982 -6.1521  0.418
H 1.9134 2.4460 -3.9414  0.256
H 1.5717 4.0318 -4.6737  0.232
H -0.5280 4.2117 -3.5611  0.210
H -0.6602 2.4751 -3.3291  0.198
H 1.1807 4.3652 -1.8247  0.202
H 1.3079 2.6082 -1.7332  0.198
H -0.0031 3.6972 0.1363  0.197
H -1.2367 4.1363 -1.0437  0.196
H -0.3142 1.2786 -0.4940  0.195
H -1.6501 1.7508 -1.5371  0.197
H -2.4687 0.9883 0.6713  0.212
H -1.5409 2.2576 1.4711  0.197
H -2.8750 2.6852 0.4027  0.202

Multiplicity: 1
Energy relative to the best compared isomer or geometry (same formula, charge and spin) (kJ/mol): 104.3
Orbital gap (Ha): 0.2862
LUMO energy (eV): 0.33


Record 4
Formula: C22H29BrClN4ORuS
Source: the OMol25 dataset
Level of theory: wB97M-V/def2-TZVPD

Last column: natural (NBO) charge in e.
Cartesian coordinates (Å):
Ru -0.2791 0.3138 1.7218  0.850
N -0.1009 0.6608 3.8439  -0.750
C 0.0434 2.1147 4.1334  -0.240
C -0.7774 2.8956 3.1239  -0.245
N -0.4658 2.4580 1.7389  -0.549
C 0.7281 3.0971 1.1204  -0.242
C 2.0317 2.4176 1.5152  -0.236
N 1.8868 0.9591 1.3175  -0.801
H 0.6245 0.1289 4.3165  0.402
H -0.9800 0.3367 4.2417  0.427
H -0.2905 2.3471 5.1449  0.238
H 1.0971 2.3686 4.0833  0.205
H -1.8346 2.6890 3.2898  0.236
H -0.6223 3.9694 3.2485  0.228
H -1.2616 2.6920 1.1531  0.412
H 0.5997 3.0189 0.0400  0.227
H 0.7651 4.1575 1.3784  0.227
H 2.8439 2.8284 0.9131  0.229
H 2.2885 2.6065 2.5530  0.205
H 1.9233 0.7719 0.3205  0.396
H 2.6587 0.4408 1.7260  0.404
O -0.2732 0.4216 -0.3976  -0.948
S 0.3858 -0.5538 -1.4056  1.242
C 1.0702 0.5296 -2.6270  -0.207
C 2.2592 0.1325 -3.2220  -0.224
C 2.8064 0.9345 -4.2145  -0.188
C 2.1713 2.1117 -4.5804  -0.161
C 0.9847 2.4995 -3.9647  -0.177
C 0.4194 1.7052 -2.9824  -0.235
C -0.9539 -1.3175 -2.2825  -0.312
C -2.1877 -0.6900 -2.3866  -0.216
C -3.1928 -1.3258 -3.0975  -0.174
C -2.9502 -2.5554 -3.7005  -0.163
C -1.7082 -3.1642 -3.5901  -0.203
C -0.6973 -2.5506 -2.8646  -0.142
H 2.7515 -0.7846 -2.9214  0.233
H 3.7295 0.6411 -4.6950  0.243
H 2.6023 2.7357 -5.3515  0.243
H 0.4964 3.4177 -4.2615  0.238
H -0.5096 1.9868 -2.5040  0.230
H -2.3554 0.2739 -1.9246  0.231
H -4.1635 -0.8581 -3.1914  0.239
H -3.7380 -3.0421 -4.2594  0.243
H -1.5271 -4.1217 -4.0590  0.242
H 0.2706 -3.0264 -2.7581  0.225
Cl -2.9840 0.0883 2.8656  -0.044
C -2.2410 0.1599 1.2382  -0.482
H -2.6394 1.0360 0.7321  0.198
H -2.5276 -0.7556 0.7300  0.203
Br -1.4839 -5.1441 0.1578  0.161
C -0.3984 -4.0084 1.1767  -0.112
C 0.5535 -4.5085 2.0498  -0.148
C 1.3157 -3.6027 2.7698  -0.212
C 1.0916 -2.2510 2.6053  0.041
N 0.1625 -1.7629 1.7701  -0.432
C -0.5662 -2.6387 1.0648  0.014
H 0.6941 -5.5747 2.1635  0.262
H 2.0765 -3.9413 3.4585  0.256
H 1.6894 -1.5268 3.1436  0.194
H -1.3115 -2.2410 0.3923  0.224

Multiplicity: 2
Net charge: +2
Energy relative to the best compared isomer or geometry (same formula, charge and spin) (kJ/mol): 20.2
Orbital gap (alpha / beta) (Ha): 0.3422 / 0.2986
LUMO energy (alpha / beta) (eV): -5.30 / -6.51


Q: Look up the multiplicity of the fourth one.
A: 2


Q: Which value of multiplicity does entry 1 give?
A: 1